1.
Here is a 2-piece molecular cluster, C4H10OS2 overall in a non-equilibrium geometry from the Open Molecules 2025 dataset. Energies are from ωB97M-V/def2-TZVPD.

Geometry as XYZ:
```
17
Properties=species:S:1:pos:R:3:lowdin_charge:R:1
S -0.60953 -1.10741 -0.63907 0.96
S 3.38421 -0.10882 -0.28311 0.55
O -1.26855 -2.09598 0.26011 -0.51
C 2.35959 -1.50614 -0.17103 -0.67
C -0.30069 1.43687 -0.96521 -0.13
C -1.40454 0.60530 1.30320 -0.10
C -1.36151 0.54386 -0.28399 -0.54
H 1.25900 -1.09287 -0.25408 -0.08
H -2.17632 1.36021 1.64137 0.09
H -1.65974 -0.37800 1.65482 0.03
H -2.27365 0.83532 -0.71162 0.09
H -0.41593 1.38332 -2.01997 0.07
H 0.62814 0.96935 -0.71470 0.01
H -0.47171 2.41722 -0.58111 0.08
H -0.42509 0.93295 1.77197 0.10
H 2.61363 -2.22787 -0.85996 -0.02
H 2.12268 -1.96733 0.85239 0.08
```

Properties
Highest occupied orbital energy (alpha / beta) = -9.1040 / -8.7203 eV
E_LUMO (alpha / beta) = -1.344 / -1.696 eV
Frontier orbital gap (alpha / beta) = 7.8 / 7.0 eV
Energy above the lowest of the compared OMol25 structures with the same formula, charge and spin = 96.75 kcal/mol
Max |F| = 0.0754 hartree/bohr



2.
Here is a 2-piece molecular cluster, C4H10OSi overall in a non-equilibrium geometry from the Open Molecules 2025 dataset. Energies are from ωB97M-V/def2-TZVPD.

Geometry as XYZ:
```
16
Properties=species:S:1:pos:R:3:lowdin_charge:R:1
Si 0.10240 1.28384 -2.14015 0.37
O -0.46726 0.05556 -1.34368 -0.45
C -0.30778 -0.11763 0.66720 -0.13
C 1.95662 -0.71613 1.12613 0.07
C -1.70250 -0.45369 1.05029 -0.07
C 0.74473 -1.13716 0.78702 -0.14
H -0.82466 1.49148 -3.25714 -0.07
H -1.95219 -1.47361 0.78582 0.08
H 0.10297 2.42976 -1.28920 -0.09
H 0.43818 -2.10988 0.44298 0.12
H -2.46521 0.14604 0.49528 0.11
H 1.52551 1.00943 -2.45486 -0.08
H 2.78340 -1.30252 1.24322 0.03
H 2.04923 0.39604 1.14645 0.09
H -1.96388 -0.41676 2.05801 0.06
H -0.01958 0.91524 0.68262 0.09
```

Properties
Highest occupied orbital energy = -9.4457 eV
E_LUMO = -0.302 eV
Frontier orbital gap = 9.1 eV
Energy above the lowest of the compared OMol25 structures with the same formula, charge and spin = 69.05 kcal/mol
Max |F| = 0.0933 hartree/bohr



3.
Here is C4H10OSi in the gas phase in a non-equilibrium geometry from the Open Molecules 2025 dataset. Energies are from ωB97M-V/def2-TZVPD.

Geometry as XYZ:
```
16
Properties=species:S:1:pos:R:3:lowdin_charge:R:1
Si -1.51117 0.94580 0.31348 0.72
O 1.72671 1.58538 -0.31119 0.04
C 2.22655 -0.74859 -0.27126 -0.02
C 1.44172 0.48852 0.11443 -0.57
C 0.33268 0.25442 1.05946 -0.21
C -2.03044 -0.45966 -0.85842 -0.27
H 0.47427 0.87470 1.93988 0.07
H -2.41988 1.06674 1.45702 -0.06
H 2.34838 -1.40575 0.58802 0.08
H 1.68540 -1.29409 -1.04242 0.08
H -1.29606 2.21277 -0.37294 -0.05
H 0.23125 -0.78303 1.35585 0.06
H 3.20071 -0.46547 -0.65950 0.08
H -1.16650 -0.90839 -1.34329 0.01
H -2.54986 -1.25162 -0.32381 0.02
H -2.69374 -0.11174 -1.64530 0.01
```

Properties
Highest occupied orbital energy = -9.4537 eV
E_LUMO = 0.924 eV
Frontier orbital gap = 10.4 eV
Energy above the lowest of the compared OMol25 structures with the same formula, charge and spin = 15.90 kcal/mol
SMILES string = C[SiH2]CC(C)=O
Max |F| = 0.0579 hartree/bohr



4.
Here is C4H10S in the gas phase in a non-equilibrium geometry from the Open Molecules 2025 dataset. Energies are from ωB97M-V/def2-TZVPD.

Geometry as XYZ:
```
15
Properties=species:S:1:pos:R:3:lowdin_charge:R:1
S -3.04590 -0.92286 0.29824 0.71
C 2.15574 0.13748 -0.10586 -0.12
C 0.73168 0.66128 -0.24176 -0.30
C -1.60442 0.16991 0.36710 -0.62
C -0.34892 -0.41942 -0.13435 -0.33
H 0.40957 1.32012 0.59524 0.11
H -0.04072 -1.14784 0.60363 0.11
H 0.69764 1.36056 -1.11867 0.12
H 2.28161 -0.28286 0.98528 0.12
H -1.95054 1.16857 0.00534 0.09
H 2.36523 -0.57311 -0.96956 0.10
H -2.47667 -1.86292 -0.38911 -0.19
H -0.47384 -1.01376 -1.05637 0.11
H 2.71869 1.01155 -0.24422 0.03
H -1.41916 0.39332 1.40508 0.06
```

Properties
Highest occupied orbital energy = -8.9242 eV
E_LUMO = 1.086 eV
Frontier orbital gap = 10.0 eV
Energy above the lowest of the compared OMol25 structures with the same formula, charge and spin = 15.37 kcal/mol
SMILES string = CCCCS
Max |F| = 0.0472 hartree/bohr